{"formula": "C15H17BKN4O2S3", "method": "ωB97M-V with the def2-TZVPD basis set", "max_force_ev_per_a": 0.13, "e_lumo_ev": 2.30, "homo_ev": -4.269, "spin_multiplicity": 1, "total_charge": -1, "total_energy_ev": -75400.241, "orbital_gap_ev": 6.567, "symbols": ["K", "C", "N", "C", "C", "N", "B", "N", "C", "C", "N", "C", "C", "S", "C", "S", "H", "H", "H", "H", "H", "H", "H", "H", "H", "H", "H", "H", "O", "C", "O", "C", "C", "C", "C", "S", "C", "C", "H", "H", "H", "H", "H"], "xyz": [[1.5699, -0.9812, 0.2539], [5.2810, 3.2591, -2.4425], [4.5381, 3.3520, -1.2084], [4.4195, 4.4713, -0.4030], [3.6316, 4.1104, 0.6315], [3.2674, 2.7907, 0.4705], [2.3915, 2.0015, 1.4879], [0.9399, 1.9071, 0.8888], [0.4703, 2.5364, -0.2474], [-0.8200, 2.1773, -0.4305], [-1.1447, 1.3236, 0.6022], [-2.3998, 0.6178, 0.7637], [-0.0629, 1.1592, 1.4074], [0.0094, 0.1260, 2.7536], [3.8285, 2.3228, -0.6665], [3.7146, 0.7937, -1.3815], [5.7547, 4.2201, -2.6338], [4.6149, 3.0016, -3.2654], [6.0384, 2.4796, -2.3692], [4.9057, 5.3999, -0.6413], [3.2959, 4.6725, 1.4839], [2.8560, 0.8968, 1.6418], [2.3729, 2.6284, 2.5205], [1.0985, 3.1740, -0.8423], [-1.5214, 2.4225, -1.2069], [-3.1527, 1.1110, 0.1518], [-2.6916, 0.6371, 1.8113], [-2.2924, -0.4147, 0.4365], [-5.6924, -6.1532, 0.4443], [-4.9104, -5.3287, 1.2016], [-5.0796, -5.3164, 2.3933], [-3.9031, -4.5223, 0.4802], [-2.9271, -3.8566, 1.2252], [-1.9509, -3.0994, 0.6120], [-1.8948, -2.9510, -0.7899], [-0.6950, -2.0034, -1.6040], [-2.9010, -3.6126, -1.5254], [-3.8713, -4.3736, -0.9109], [-5.3853, -6.1234, -0.4684], [-2.9540, -3.9480, 2.3034], [-1.2215, -2.5813, 1.2240], [-2.9000, -3.5026, -2.6023], [-4.6268, -4.8240, -1.5498]], "mulliken_charge": [0.765, -0.904, 0.166, -0.294, -0.572, -0.080, 0.321, 0.147, -0.275, -0.669, 0.278, -0.767, -0.587, -0.260, 0.028, -0.542, 0.310, 0.310, 0.314, 0.427, 0.474, -0.175, -0.190, 0.386, 0.405, 0.303, 0.338, 0.207, -0.490, 0.656, -0.594, 0.829, -0.608, -0.307, 0.155, -0.499, -0.912, -0.576, 0.287, 0.405, 0.265, 0.354, 0.170]}



{"formula": "C5H7N", "method": "ωB97M-V with the def2-TZVPD basis set", "max_force_ev_per_a": 0.46, "e_lumo_ev": 1.12, "homo_ev": -9.256, "spin_multiplicity": 1, "total_energy_ev": -6785.618, "de_lowest_kj_mol": 279.3, "smiles": "C#C[C@@H]1N[C@@H]1C", "orbital_gap_ev": 10.379, "symbols": ["C", "C", "N", "C", "C", "C", "H", "H", "H", "H", "H", "H", "H"], "xyz": [[-0.1702, 1.2910, -0.8360], [0.2515, -0.1453, -1.0829], [1.4447, -0.7007, -0.4574], [0.1309, -1.1772, -0.0094], [-0.4164, -0.7946, 1.2750], [-0.9128, -0.4903, 2.3303], [0.5713, 1.8171, -0.2262], [-0.2645, 1.8370, -1.7785], [-1.1284, 1.3489, -0.3102], [0.1035, -0.5069, -2.0989], [1.8209, -0.0425, 0.2222], [-0.0751, -2.2070, -0.2949], [-1.3554, -0.2295, 3.2668]], "mulliken_charge": [-1.188, 0.222, -0.642, -0.390, -0.748, 0.435, 0.299, 0.334, 0.291, 0.367, 0.281, 0.334, 0.406]}